Record 1
23
Properties=species:S:1:pos:R:3:nbo_charge:R:1 method="wB97M-V/def2-TZVPD" molar_mass_g_mol=218.14 multiplicity=1 total_charge=-1 e_homo_ev=-3.964 gap_ev=7.39 e_above_lowest_ev=1.9288
C 1.18057 -1.96570 0.43916 -0.175
C 0.38166 -1.95266 -0.62104 0.586
C 1.55044 -0.77516 1.10086 0.738
C 0.29292 2.02841 -2.27019 0.540
C 0.21826 0.36295 -0.46936 0.201
C -1.40366 0.37590 1.46045 -0.098
C -1.17632 0.70432 0.03507 -0.014
N 0.59571 0.84190 -1.77267 -0.618
O -0.25306 -2.39179 -1.53236 -0.609
O 2.23297 -0.72697 2.09614 -0.650
O -0.23765 2.98388 -1.73188 -0.638
O 1.16723 0.41374 0.54930 -0.547
O 1.49570 -3.26960 1.05614 -0.721
O -1.08764 1.53149 2.18624 -0.735
O -2.12480 0.16250 -0.85936 -0.732
H 0.68761 2.18795 -3.31032 0.079
H -2.49258 0.34609 1.46003 0.187
H -0.84306 -0.49604 1.99619 0.176
H -1.48284 1.75480 -0.06889 0.210
H 1.04090 0.22186 -2.34829 0.390
H 2.33164 -3.18521 1.59113 0.481
H -0.05603 1.66288 1.93600 0.476
H -2.01798 -0.81554 -0.92234 0.472


Record 2
16
Properties=species:S:1:pos:R:3:nbo_charge:R:1 method="wB97M-V/def2-TZVPD" molar_mass_g_mol=130.20 multiplicity=1 total_charge=+1 e_homo_ev="-12.854 / -12.387" gap_ev="5.94 / 4.90" e_above_lowest_ev=7.4512
C -1.32384 -1.54557 -0.17178 0.027
C -2.25300 -0.61489 -0.41561 -0.478
C 0.72401 -0.18954 0.23843 0.447
C -0.34598 -1.18240 0.80731 -0.538
N 1.50659 -0.80687 -0.52800 -0.748
N 0.51637 1.10810 0.48633 -0.451
N 1.43337 2.03469 -0.00615 -0.554
S -2.29359 1.01911 0.01942 0.494
H -1.30506 -2.50145 -0.70761 0.258
H -3.28949 -0.99716 -0.88182 0.288
H -0.79431 -0.77317 1.72214 0.268
H 0.36627 -2.01391 1.06699 0.280
H 2.12141 -0.77166 -1.24796 0.402
H 0.95960 2.66948 -0.74217 0.427
H 2.39199 1.80564 -0.45026 0.432
H 1.58567 2.75959 0.81074 0.447


Record 3
51
Properties=species:S:1:pos:R:3:nbo_charge:R:1 method="wB97M-V/def2-TZVPD" molar_mass_g_mol=469.50 multiplicity=6 e_homo_ev="-7.691 / -7.975" gap_ev="7.13 / 7.32" e_above_lowest_ev=0.9624 s_squared=8.76
Mn 1.74072 -1.01180 -0.16290 1.394
N 5.78738 -0.55487 -2.21966 -0.809
C 4.67834 -0.92606 -1.50494 0.281
S 3.14064 -0.48993 -2.20354 -0.449
N 4.87484 -1.62855 -0.43317 -0.423
N 3.73509 -1.94312 0.25083 -0.277
C 3.32339 -3.14344 0.12410 0.031
C 2.09839 -3.60990 0.75527 0.113
C 1.67934 -4.91762 0.51331 -0.217
C 0.49910 -5.34215 1.10087 -0.142
C -0.21644 -4.45271 1.88545 -0.245
C 0.26023 -3.16012 2.04011 0.077
N 1.39769 -2.74162 1.49512 -0.483
H 5.66250 0.19139 -2.88022 0.398
H 6.65751 -0.57652 -1.71189 0.390
H 3.85459 -3.85583 -0.50578 0.199
H 2.26119 -5.57100 -0.12074 0.230
H 0.13883 -6.34921 0.93972 0.226
H -1.14392 -4.74192 2.35853 0.230
H -0.28691 -2.42659 2.61937 0.211
C -2.22342 3.94186 0.55608 -0.623
C -2.07380 2.93340 1.68912 -0.208
N -0.70521 2.44894 1.85415 -0.400
C 0.10522 3.05336 2.90609 -0.215
C 0.85412 4.30055 2.45655 -0.620
C -0.21213 1.52923 0.99559 0.373
S 1.46825 1.15215 1.10472 -0.380
N -1.08806 1.14155 0.06961 -0.674
C -1.06072 0.07951 -0.71744 0.659
O -0.29280 -0.92359 -0.68967 -0.801
C -2.14853 0.04973 -1.74322 -0.071
C -3.19004 0.97745 -1.71838 -0.176
C -4.18284 0.94027 -2.68126 -0.225
C -4.14569 -0.01938 -3.68375 -0.194
C -3.11182 -0.94427 -3.71530 -0.222
C -2.12089 -0.91349 -2.74857 -0.178
H -3.26697 4.24997 0.47228 0.210
H -1.91367 3.49875 -0.38902 0.230
H -1.62330 4.83283 0.73456 0.205
H -2.72880 2.08034 1.51946 0.219
H -2.36381 3.38915 2.63661 0.196
H 0.81065 2.30685 3.26336 0.231
H -0.56829 3.29007 3.73197 0.193
H 1.49377 4.06837 1.60620 0.229
H 1.48294 4.67096 3.26689 0.214
H 0.16803 5.09829 2.17325 0.200
H -3.20709 1.72047 -0.93506 0.226
H -4.98967 1.66149 -2.65350 0.212
H -4.92048 -0.04484 -4.43918 0.212
H -3.07797 -1.69009 -4.49890 0.213
H -1.30947 -1.62831 -2.76311 0.228


Record 4
131
Properties=species:S:1:pos:R:3:mulliken_charge:R:1 method="wB97M-V/def2-TZVPD" molar_mass_g_mol=1105.52 multiplicity=1 total_charge=+1 e_homo_ev=-8.594 gap_ev=3.46
C -4.46415 2.96278 0.45259 -0.690
O -3.44522 2.29048 1.21409 -0.308
C -2.80176 1.29800 0.57815 0.555
O -3.00725 1.03795 -0.59683 -0.617
C -1.85236 0.54561 1.50791 -0.319
C -1.24160 1.47567 2.56223 -0.888
C 0.17760 1.76693 2.07874 -0.649
C 0.51269 0.61810 1.09875 0.108
N -0.74104 0.00649 0.74548 0.173
C -0.74695 -1.17917 0.06370 0.584
C 0.38058 -1.73935 -0.51306 -0.020
C 0.30562 -3.05532 -1.18480 -0.857
C -0.72761 -3.94380 -0.46632 -0.629
C -2.08623 -3.26250 -0.59176 -1.430
C -2.10169 -1.85065 -0.01498 -0.336
H -4.92188 3.63770 1.17568 0.250
H -4.02481 3.52652 -0.38017 0.306
H -5.20268 2.24826 0.06661 0.295
H -2.47067 -0.23385 1.97755 0.381
H -1.83538 2.37953 2.71158 0.417
H -1.21689 0.91287 3.50622 0.323
H 0.24084 2.73557 1.55102 0.301
H 0.91363 1.78515 2.89888 0.276
H 1.08929 0.96203 0.22227 0.413
H 1.17472 -0.10318 1.61256 -0.483
H 1.30149 -1.16385 -0.59047 0.767
H -0.02393 -2.91565 -2.22918 0.657
H 1.28717 -3.53321 -1.23861 -0.423
H -0.74290 -4.96179 -0.87693 0.406
H -0.43191 -4.03836 0.58551 0.203
H -2.33310 -3.17287 -1.65219 0.386
H -2.88090 -3.86503 -0.14077 0.440
H -2.56101 -1.89505 0.98749 0.293
H -2.75810 -1.21009 -0.62300 0.208
F 1.28210 -4.54298 3.41720 -0.429
C 2.02718 -3.59720 2.75326 -0.257
C 2.39963 -2.45541 3.46662 -0.985
C 2.88766 -1.41198 2.69641 0.135
F 3.09266 -0.17149 3.28820 -0.540
C 3.10074 -1.50185 1.33866 -0.343
C 2.91667 -2.74065 0.68613 2.164
C 3.44985 -2.80728 -0.63958 -0.785
C 4.11639 -3.98831 -1.09143 -1.116
C 5.46731 -4.25220 -1.42298 -0.412
C 6.41008 -3.73355 -2.37169 1.024
C 7.76269 -4.20267 -2.35982 -1.011
C 8.64179 -3.75415 -3.33929 0.409
F 9.89607 -4.31657 -3.44173 -0.386
C 8.28271 -2.82576 -4.31474 -0.758
C 6.97371 -2.34316 -4.25558 0.314
F 6.58988 -1.39254 -5.17115 -0.386
C 6.01829 -2.78575 -3.34751 -0.522
Pd 8.30009 -3.69862 0.60026 -0.497
P 7.84413 -4.74228 2.51070 1.967
C 6.60171 -6.01439 2.18855 0.406
C 6.99178 -7.16980 1.49090 -0.125
C 6.01931 -8.08648 1.08477 -0.755
C 4.67561 -7.86048 1.39977 -0.674
C 4.29663 -6.72719 2.12516 -0.381
C 5.25755 -5.81048 2.54347 -0.562
C 9.16960 -5.54135 3.43398 -0.462
C 8.86643 -6.74349 4.09559 -0.459
C 9.85963 -7.41671 4.80625 -0.775
C 11.15935 -6.90129 4.83128 -0.583
C 11.45783 -5.67993 4.21320 -0.785
C 10.46431 -4.99696 3.50791 0.194
C 7.07619 -3.57779 3.66059 0.415
C 7.36576 -3.58168 5.03724 -0.361
C 6.87418 -2.54842 5.83270 -0.919
C 6.14813 -1.50145 5.25711 -1.126
C 5.90194 -1.48570 3.88552 -0.651
C 6.33246 -2.53801 3.08159 -0.180
P 9.82656 -2.06110 0.70766 1.156
C 8.83905 -0.62945 0.22723 0.221
C 8.59874 0.48340 1.05121 -0.451
C 7.66347 1.43167 0.62903 -0.753
C 7.00539 1.28606 -0.59557 -0.810
C 7.28571 0.19825 -1.43147 -0.618
C 8.25236 -0.72642 -1.04364 0.030
C 10.62491 -1.67112 2.27650 -0.209
C 12.02912 -1.65861 2.41308 -0.306
C 12.58670 -1.43951 3.67307 -0.767
C 11.75753 -1.22255 4.77810 -0.742
C 10.36568 -1.19544 4.63491 -1.054
C 9.79529 -1.44875 3.38824 0.446
C 11.15680 -2.13347 -0.50681 0.480
C 11.43331 -1.03146 -1.32971 -0.135
C 12.44932 -1.11524 -2.27742 -0.786
C 13.19430 -2.29264 -2.39410 -0.529
C 12.93143 -3.38736 -1.56529 -0.752
C 11.91545 -3.31236 -0.61095 -0.201
C 2.30394 -3.80308 1.40654 -0.620
H 2.28258 -2.35248 4.54475 0.545
H 3.39991 -0.63246 0.74970 0.538
H 3.59661 -1.83448 -1.16550 0.454
H 3.52699 -4.90281 -0.95188 0.442
H 5.92124 -5.04565 -0.81314 0.266
H 8.07337 -4.97292 -1.63702 0.746
H 8.97783 -2.50031 -5.08340 0.523
H 4.98044 -2.42943 -3.32852 0.537
H 8.04830 -7.35082 1.27124 0.522
H 6.31236 -8.97705 0.52727 0.400
H 3.91274 -8.57446 1.09020 0.410
H 3.24881 -6.54812 2.37069 0.484
H 4.97910 -4.95266 3.16077 0.384
H 7.85334 -7.14788 4.03623 0.442
H 9.59927 -8.34456 5.32231 0.420
H 11.94335 -7.46678 5.33595 0.389
H 12.47005 -5.26931 4.27790 0.460
H 10.69122 -4.04795 3.01313 0.288
H 7.99759 -4.37189 5.45265 0.510
H 7.09228 -2.55395 6.90099 0.409
H 5.79007 -0.68037 5.87416 0.487
H 5.36551 -0.65099 3.43578 0.744
H 6.17814 -2.51153 1.99296 0.215
H 9.16994 0.61762 1.97291 0.477
H 7.46241 2.29172 1.26952 0.444
H 6.28439 2.03666 -0.91762 0.438
H 6.77625 0.08830 -2.39028 0.392
H 8.55831 -1.53756 -1.71720 0.156
H 12.66002 -1.80492 1.53224 0.405
H 13.67372 -1.44661 3.77763 0.434
H 12.20190 -1.06896 5.76108 0.409
H 9.71916 -0.98470 5.48880 0.463
H 8.70498 -1.49201 3.26309 0.421
H 10.84964 -0.11488 -1.22690 0.439
H 12.63180 -0.26042 -2.93196 0.415
H 13.97552 -2.35066 -3.15018 0.387
H 13.50727 -4.30835 -1.67636 0.420
H 11.70308 -4.16272 0.04343 0.388
H 2.01410 -4.73546 0.90784 0.803


Record 5
13
Properties=species:S:1:pos:R:3:nbo_charge:R:1 method="wB97M-V/def2-TZVPD" molar_mass_g_mol=152.59 multiplicity=3 e_homo_ev="-5.575 / -8.754" gap_ev="6.22 / 7.01" e_above_lowest_ev=0.0000 s_squared=2.01
C 0.59279 1.89420 -0.79706 -0.362
C 0.67696 -1.19517 1.63308 -0.352
C 0.46629 0.67396 -1.28470 -0.513
C -0.31005 -1.47314 0.83832 -0.559
P -0.88688 -0.34719 -0.46740 0.981
S -2.54695 0.88511 0.63237 -0.302
Cl -1.57164 -1.46013 -1.90790 -0.227
H 1.38023 2.54363 -1.05392 0.196
H 0.05150 2.48347 -0.03433 0.224
H 1.10968 -1.96704 2.31109 0.221
H 1.25427 -0.15022 1.56642 0.218
H 0.79774 0.45736 -2.24768 0.226
H -1.01396 -2.34484 0.81170 0.250


Record 6
76
Properties=species:S:1:pos:R:3:lowdin_spin:R:1 method="wB97M-V/def2-TZVPD" molar_mass_g_mol=778.71 multiplicity=2 e_homo_ev="-5.242 / -6.401" gap_ev="5.16 / 6.36" e_above_lowest_ev=0.0000 s_squared=0.78
Ru -0.26989 -0.70461 0.34500 0.050
C 4.83055 0.93899 0.11344 0.090
C 5.06936 0.28515 -1.12068 0.046
C 4.03585 -0.33847 -1.74074 0.037
C 2.70047 -0.35485 -1.23308 0.118
N 2.49398 0.40886 -0.07933 0.158
C 3.55827 0.95279 0.57972 0.005
C 1.73232 -1.16092 -1.89592 0.099
C 1.99083 -1.64906 -3.21869 0.064
C 1.25715 -2.66717 -3.74294 0.028
C 0.21658 -3.23497 -2.98362 0.111
C -0.11339 -2.61627 -1.79936 -0.003
N 0.55292 -1.54838 -1.31051 0.123
C -1.30720 -3.02485 -1.01290 -0.002
C -2.07985 -4.13805 -1.31204 -0.005
C -3.18972 -4.42634 -0.53929 -0.002
C -3.51028 -3.58365 0.51440 -0.006
C -2.69611 -2.49706 0.76303 -0.001
N -1.60934 -2.22916 0.02870 -0.007
H 5.61809 1.39956 0.69026 0.006
H 6.06177 0.24431 -1.54815 0.001
H 4.24424 -0.89309 -2.64064 0.002
H 3.28482 1.43271 1.50566 0.000
H 2.76028 -1.19388 -3.82220 0.004
H 1.46686 -3.02860 -4.74123 0.000
H -0.34810 -4.07494 -3.35450 0.008
H -1.81507 -4.77660 -2.14098 0.000
H -3.79920 -5.29204 -0.76135 0.000
H -4.37311 -3.76215 1.14032 0.000
H -2.89747 -1.79907 1.56471 0.000
Cl -0.57280 -2.50428 7.44017 0.000
C -0.73454 -1.83038 5.84343 0.000
C -1.69547 -0.83077 5.61510 0.000
C -1.83147 -0.29680 4.36830 0.000
Cl -3.00054 0.95607 4.09833 0.000
C -1.04148 -0.71029 3.24323 0.000
O -1.23903 -0.14675 2.11702 0.001
C -0.06933 -1.71713 3.51942 0.000
C 0.85736 -2.24896 2.55479 -0.001
O 0.94185 -2.03123 1.34376 0.000
C 0.06070 -2.25103 4.82317 0.000
H -2.32015 -0.47989 6.42509 0.000
H 1.58487 -2.96114 2.96807 0.000
H 0.81087 -3.01097 5.00519 0.000
S -2.93230 2.90419 -0.49814 0.000
C -1.96000 1.70385 0.23848 0.000
N -1.49477 0.76868 -0.53511 0.000
C -1.92528 0.97337 -1.85253 0.000
C -1.59669 0.19902 -2.96544 0.000
C -2.09046 0.56372 -4.20023 0.000
C -2.90318 1.69342 -4.35373 0.000
C -3.22680 2.47639 -3.26625 0.000
C -2.72973 2.10506 -2.01882 0.000
H -1.76082 1.72426 1.29795 0.000
H -0.94993 -0.65714 -2.86607 0.000
H -1.83594 -0.03243 -5.06704 0.000
H -3.27564 1.95880 -5.33438 0.000
H -3.84461 3.35784 -3.37610 0.000
C 1.23324 2.25690 -2.04654 0.003
C 1.00489 2.89684 -0.70566 0.004
C 0.72174 4.25792 -0.65022 0.000
C 0.48152 4.89152 0.55640 0.003
C 0.56669 4.16129 1.73130 0.000
C 0.87999 2.80593 1.71590 0.002
C 1.07946 2.08951 3.02388 0.002
C 1.06076 2.14759 0.48476 0.009
N 1.24639 0.73433 0.47364 0.051
H 0.72206 2.81860 -2.83000 0.000
H 0.86613 1.23380 -2.05694 0.002
H 2.29710 2.22233 -2.29848 0.000
H 0.66633 4.81885 -1.57691 0.000
H 0.24627 5.94796 0.58413 0.000
H 0.41434 4.65365 2.68519 0.000
H 0.68673 2.68395 3.84953 0.000
H 2.14038 1.91266 3.22334 0.000
H 0.59566 1.12266 3.02190 0.001